[1]
{"formula": "H24O12", "method": "ωB97M-V/def2-TZVPD", "symbols": ["O", "H", "H", "O", "H", "H", "O", "H", "H", "O", "H", "H", "O", "H", "H", "O", "H", "H", "O", "H", "H", "O", "H", "H", "O", "H", "H", "O", "H", "H", "O", "H", "H", "O", "H", "H"], "xyz": [[1.3305, -3.5452, 2.5343], [1.8767, -3.2039, 3.2424], [1.8547, -4.2435, 2.1420], [-1.4863, 1.4822, 4.8748], [-2.0645, 1.7012, 5.6055], [-2.0424, 1.5538, 4.0990], [0.1847, 4.8844, 0.8128], [0.6014, 5.1011, 1.6469], [0.4438, 3.9787, 0.6432], [-3.1649, -0.7254, -6.4463], [-2.4684, -1.2351, -6.0323], [-2.7042, -0.0922, -6.9967], [0.4669, -2.3044, -4.5546], [0.8935, -1.8851, -5.3018], [0.8033, -3.2005, -4.5579], [-1.1731, 3.8276, -3.5977], [-1.9397, 3.3774, -3.9524], [-1.4127, 4.0341, -2.6943], [3.6668, 2.3734, -3.3785], [4.0290, 1.5023, -3.5409], [2.7284, 2.2252, -3.2621], [-5.7319, -0.8640, -1.6003], [-5.7519, -1.6923, -2.0797], [-5.5559, -1.1156, -0.6937], [-0.1852, 0.1832, -0.2753], [0.3261, -0.3884, 0.2976], [-0.5801, -0.4093, -0.9150], [3.1144, -0.4733, 5.1754], [3.5334, -0.7818, 5.9789], [2.2975, -0.0708, 5.4702], [6.5720, -0.6603, 1.9856], [7.3162, -0.1819, 2.3511], [5.8089, -0.2960, 2.4341], [-4.1678, -3.0114, 3.2926], [-4.1704, -2.9381, 4.2470], [-3.2488, -2.9063, 3.0463]], "mulliken_charge": [-0.642, 0.323, 0.320, -0.639, 0.320, 0.322, -0.633, 0.310, 0.321, -0.639, 0.323, 0.314, -0.637, 0.319, 0.319, -0.636, 0.321, 0.316, -0.635, 0.315, 0.319, -0.640, 0.318, 0.322, -0.640, 0.323, 0.317, -0.642, 0.321, 0.321, -0.642, 0.318, 0.322, -0.638, 0.315, 0.323], "e_lumo_ev": 0.1057, "e_above_lowest_kj_mol": 283.8, "e_homo_ev": -11.28, "e_tot_ha": -917.21725, "smiles": "O.O.O.O.O.O.O.O.O.O.O.O"}

[2]
{"formula": "C4H10N2P2", "method": "ωB97M-V/def2-TZVPD", "symbols": ["C", "C", "C", "C", "N", "N", "P", "P", "H", "H", "H", "H", "H", "H", "H", "H", "H", "H"], "xyz": [[-0.9290, 0.0962, -0.1990], [-1.3391, 1.3544, 0.3389], [-1.0373, -1.0830, 0.6288], [-1.8196, 2.3389, -0.4633], [3.3021, -0.0821, 1.1790], [0.4289, -1.7469, 0.2760], [2.4611, 0.8269, 0.3136], [1.0315, -0.5940, -0.7255], [-1.4051, 0.0713, -1.3118], [-1.0736, 1.4831, 1.4336], [-0.8497, -0.8070, 1.6566], [-1.9066, -1.7701, 0.5869], [-1.8408, 3.3054, 0.0008], [-2.0452, 2.3466, -1.5090], [3.3100, -1.0508, 1.0336], [0.5681, -2.7305, 0.1556], [2.2302, -1.4669, -1.2321], [0.9141, -0.4912, -2.1627]], "lowdin_spin": [0.213, 0.000, 0.029, 0.165, 0.476, 0.064, 0.700, 0.211, 0.005, 0.001, 0.003, 0.012, 0.010, 0.010, 0.022, 0.003, 0.083, -0.007], "e_lumo_ev": [0.6930, -2.4029], "spin_multiplicity": 3, "e_above_lowest_kj_mol": 0.0, "e_homo_ev": [-5.86, -8.66], "e_tot_ha": -950.38403}

[3]
{"formula": "C3HCuO3", "method": "ωB97M-V/def2-TZVPD", "symbols": ["O", "C", "C", "O", "C", "O", "Cu", "H"], "xyz": [[-3.2477, -0.0085, -0.0863], [-2.0854, 0.0734, -0.1833], [-0.7977, 0.3163, -0.3133], [0.1079, -0.6096, 0.2869], [1.3389, -0.1521, 0.3390], [2.1489, -0.6613, -0.4528], [0.2067, 2.0352, -0.3743], [2.3284, -0.9934, 0.7841]], "lowdin_spin": [0.203, 0.176, 0.348, 0.195, 0.034, 0.001, 0.039, 0.003], "e_lumo_ev": [-5.8700, -7.4716], "spin_multiplicity": 2, "e_above_lowest_kj_mol": 307.0, "e_homo_ev": [-14.33, -14.39], "e_tot_ha": -1980.56221, "charge": 1}

[4]
{"formula": "C42H61As2F12N10", "method": "ωB97M-V/def2-TZVPD", "symbols": ["C", "N", "C", "C", "C", "C", "C", "C", "C", "C", "N", "C", "C", "C", "H", "H", "H", "H", "H", "H", "H", "H", "H", "H", "H", "H", "H", "H", "C", "N", "C", "C", "C", "C", "C", "C", "C", "C", "N", "C", "C", "C", "H", "H", "H", "H", "H", "H", "H", "H", "H", "H", "H", "H", "H", "H", "C", "C", "N", "C", "C", "N", "C", "C", "H", "H", "H", "H", "H", "H", "H", "H", "H", "H", "H", "C", "C", "N", "C", "C", "N", "C", "C", "H", "H", "H", "H", "H", "H", "H", "H", "H", "H", "H", "C", "C", "N", "C", "C", "N", "C", "C", "H", "H", "H", "H", "H", "H", "H", "H", "H", "H", "H", "As", "F", "F", "F", "F", "F", "F", "As", "F", "F", "F", "F", "F", "F"], "xyz": [[18.6852, -13.3216, -4.4745], [17.5790, -13.1412, -5.4433], [17.3098, -11.9128, -5.8884], [16.3721, -11.6263, -6.8494], [15.6423, -12.7071, -7.3957], [15.8875, -13.9909, -6.8852], [16.8591, -14.1585, -5.9011], [14.7023, -12.4682, -8.4991], [14.6116, -13.3785, -9.5479], [13.8621, -13.1523, -10.6456], [13.2698, -11.9601, -10.7925], [13.2439, -11.0364, -9.7900], [13.9689, -11.2675, -8.6114], [12.7415, -11.5668, -12.1255], [19.0424, -12.3263, -4.1344], [19.3875, -14.0011, -5.0441], [18.3598, -13.8766, -3.5981], [17.9530, -11.1052, -5.5416], [16.2052, -10.5603, -7.0447], [15.3482, -14.9052, -7.1474], [17.0883, -15.1219, -5.4849], [15.3049, -14.2134, -9.5630], [13.6299, -13.8653, -11.3899], [12.6286, -10.1748, -9.9898], [14.0210, -10.5088, -7.8322], [13.1924, -10.6129, -12.3783], [11.6756, -11.4602, -12.1788], [13.0104, -12.3306, -12.8356], [14.8604, -23.1475, -11.4628], [13.4305, -23.1420, -11.0635], [12.5583, -23.7628, -11.7947], [11.2465, -23.8909, -11.4121], [10.7800, -23.2492, -10.2737], [11.7242, -22.5009, -9.5822], [13.0885, -22.5316, -9.9081], [9.2778, -23.2908, -9.9948], [8.6566, -24.4494, -9.5665], [7.2904, -24.4482, -9.5795], [6.5668, -23.4199, -10.0207], [7.1514, -22.2569, -10.4264], [8.5520, -22.1696, -10.4469], [5.0962, -23.6342, -10.2397], [15.1293, -22.1055, -11.5983], [14.8877, -23.8194, -12.3304], [15.5571, -23.6642, -10.7357], [12.9116, -24.2400, -12.6585], [10.5669, -24.4345, -12.0489], [11.5850, -21.9248, -8.7054], [13.9333, -22.1236, -9.3519], [9.2352, -25.3240, -9.2652], [6.6609, -25.2397, -9.1568], [6.4709, -21.3984, -10.5485], [9.0058, -21.3050, -10.7756], [4.8849, -23.0762, -11.1411], [4.5221, -23.1610, -9.4621], [4.9481, -24.7028, -10.3920], [24.7040, -26.1355, -5.4505], [25.1648, -24.9828, -6.3105], [24.4395, -23.6903, -5.9594], [23.0827, -23.5234, -6.1221], [22.6940, -22.2495, -5.7319], [23.9265, -21.7509, -5.2940], [24.9607, -22.5908, -5.5013], [24.0966, -20.3452, -4.7988], [23.6402, -26.3264, -5.6686], [24.7489, -25.7530, -4.3709], [25.3200, -27.0279, -5.6500], [25.0132, -25.1753, -7.3726], [26.1768, -24.6362, -6.1102], [22.4949, -24.3061, -6.5604], [21.7868, -21.6803, -5.7471], [25.9730, -22.2512, -5.3736], [23.1812, -19.7753, -4.8416], [24.9438, -19.8640, -5.2991], [24.4532, -20.4217, -3.7818], [19.5684, -22.7526, 0.6541], [19.4312, -21.3908, -0.0573], [18.4739, -21.5155, -1.2289], [18.8449, -21.4091, -2.5497], [17.7724, -21.2300, -3.3105], [16.6880, -21.2878, -2.4290], [17.1477, -21.4531, -1.2006], [15.2631, -21.1647, -2.7672], [19.9344, -23.5615, 0.0313], [18.5861, -22.9669, 1.0565], [20.3206, -22.6780, 1.5021], [20.3930, -21.0168, -0.4097], [18.9987, -20.6473, 0.6577], [19.8707, -21.3113, -2.8365], [17.6439, -20.9385, -4.3441], [16.5353, -21.5611, -0.2944], [14.7478, -21.9127, -2.2081], [15.1066, -21.5051, -3.7981], [14.9955, -20.1181, -2.6035], [22.4301, -16.2286, -18.8617], [21.7682, -16.7191, -17.6422], [22.8202, -16.7073, -16.5243], [22.6645, -17.4144, -15.3218], [23.7463, -17.0879, -14.5258], [24.4974, -16.1861, -15.2464], [23.8950, -15.9435, -16.4546], [25.6801, -15.4704, -14.6485], [23.3813, -16.7322, -18.9665], [22.6217, -15.1461, -18.7942], [21.8242, -16.5449, -19.6749], [21.4539, -17.7809, -17.5049], [21.0352, -15.9802, -17.3047], [21.8890, -18.1756, -15.1031], [24.0499, -17.4430, -13.5590], [24.2039, -15.1776, -17.1099], [25.4060, -14.7821, -13.8543], [26.2043, -14.8470, -15.3277], [26.4378, -16.1770, -14.3356], [16.6923, -19.7155, -10.1304], [15.4292, -18.9163, -11.0239], [15.7284, -21.1399, -9.8884], [17.9667, -20.5786, -9.2169], [17.7527, -18.3551, -10.4802], [16.0887, -19.0515, -8.7341], [17.2821, -20.3713, -11.6488], [17.7333, -17.2862, -3.2779], [19.4099, -17.8449, -3.0592], [17.9491, -16.1513, -2.0026], [16.1038, -16.7487, -3.5556], [17.3797, -18.4067, -4.5704], [17.2061, -18.4607, -2.1436], [18.2873, -16.0182, -4.4798]], "mulliken_charge": [-0.670, 0.103, -0.299, -0.846, 1.099, -0.945, -0.481, 1.123, -0.941, -0.263, 0.003, -0.251, -0.793, -0.910, 0.337, 0.295, 0.265, 0.348, 0.361, 0.551, 0.834, 0.517, 0.486, 0.526, 0.473, 0.407, 0.343, 0.321, -0.771, 0.032, -0.130, -0.697, 0.798, -0.793, -0.252, 0.559, -0.704, -0.145, -0.028, -0.400, -0.646, -0.959, 0.393, 0.256, 0.303, 0.396, 0.491, 0.481, 0.634, 0.507, 0.476, 0.468, 0.576, 0.403, 0.317, 0.428, -0.953, -0.441, 0.084, -0.496, -0.446, 0.077, 0.056, -0.858, 0.333, 0.294, 0.359, 0.321, 0.278, 0.406, 0.574, 0.396, 0.314, 0.332, 0.371, -1.096, -0.505, 0.327, -0.711, -0.428, 0.214, -0.105, -0.990, 0.328, 0.343, 0.365, 0.358, 0.316, 0.502, 0.539, 0.415, 0.451, 0.346, 0.308, -1.342, -0.104, 0.086, -0.440, -0.319, 0.057, -0.016, -0.911, 0.415, 0.377, 0.380, 0.323, 0.264, 0.352, 0.434, 0.380, 0.356, 0.353, 0.355, 2.007, -0.500, -0.501, -0.523, -0.527, -0.450, -0.496, 2.105, -0.505, -0.470, -0.493, -0.482, -0.474, -0.657], "e_lumo_ev": -10.0598, "e_homo_ev": -17.64, "e_tot_ha": -7853.10710, "charge": 5}

[5]
{"formula": "C2H7N3S2", "method": "ωB97M-V/def2-TZVPD", "symbols": ["C", "C", "N", "N", "N", "S", "S", "H", "H", "H", "H", "H", "H", "H"], "xyz": [[-0.8726, 0.6003, -0.4296], [-0.3206, -0.1437, 1.1207], [-2.0638, 0.1690, -0.7154], [-0.1001, 1.4462, -1.0476], [0.5712, -1.3103, 0.8239], [-1.8616, -0.5598, 1.9602], [-2.8628, -1.0673, 0.2177], [0.2135, 0.6098, 1.7018], [-2.5768, 0.5008, -1.5334], [0.7222, 1.8514, -0.6178], [-0.3765, 1.8727, -1.9295], [1.4839, -1.0330, 0.4236], [0.1265, -1.9930, 0.1894], [0.7704, -1.8177, 1.7071]], "mulliken_charge": [0.639, -0.596, -0.235, -0.304, -0.225, 0.084, 0.151, 0.457, 0.306, 0.267, 0.267, 0.396, 0.394, 0.397], "e_lumo_ev": -8.4628, "e_above_lowest_kj_mol": 25.4, "e_homo_ev": -17.60, "e_tot_ha": -1040.36915, "smiles": "[NH2+]=C1NSS[C@H]1[NH3+]", "charge": 2}

[6]
{"formula": "C25H64F3HgO11S", "method": "ωB97M-V/def2-TZVPD", "symbols": ["Hg", "C", "F", "F", "F", "S", "O", "O", "O", "C", "C", "C", "O", "H", "H", "H", "H", "H", "H", "H", "H", "C", "C", "C", "O", "H", "H", "H", "H", "H", "H", "H", "H", "C", "C", "C", "O", "H", "H", "H", "H", "H", "H", "H", "H", "C", "C", "C", "O", "H", "H", "H", "H", "H", "H", "H", "H", "C", "C", "C", "O", "H", "H", "H", "H", "H", "H", "H", "H", "C", "C", "C", "O", "H", "H", "H", "H", "H", "H", "H", "H", "C", "C", "C", "O", "H", "H", "H", "H", "H", "H", "H", "H", "C", "C", "C", "O", "H", "H", "H", "H", "H", "H", "H", "H"], "xyz": [[-1.5250, 0.6222, 3.7687], [1.2132, -1.0729, 0.0742], [1.8507, -0.7683, -1.0214], [0.5630, -2.2089, -0.0630], [2.0764, -1.1808, 1.0754], [-0.0442, 0.2833, 0.4873], [-1.0846, 0.0789, -0.5046], [-0.4983, -0.0193, 1.8660], [0.6620, 1.5596, 0.4080], [-0.1976, 2.6081, -3.3201], [1.2134, 2.1553, -2.8823], [2.1730, 2.2306, -4.0653], [1.6439, 2.9287, -1.7806], [-0.5563, 2.0472, -4.1873], [-0.2232, 3.6553, -3.6222], [-0.8771, 2.4060, -2.4885], [1.0937, 1.1325, -2.5129], [3.2195, 2.1385, -3.7656], [2.1268, 3.1919, -4.5813], [1.9762, 1.4567, -4.8069], [1.3098, 2.5051, -0.9739], [-3.3391, -0.1973, -4.7170], [-3.1514, -0.0389, -3.2179], [-4.2424, -0.7462, -2.4117], [-1.9185, -0.6995, -2.8930], [-4.3227, 0.1676, -5.0230], [-3.2549, -1.2440, -5.0112], [-2.6092, 0.3729, -5.2915], [-3.0643, 1.0224, -2.9688], [-4.0131, -0.5977, -1.3509], [-4.3156, -1.8135, -2.6167], [-5.2389, -0.3155, -2.5504], [-1.5187, -0.2329, -2.1309], [-2.2920, 3.1604, 0.1872], [-1.6205, 3.2109, 1.5601], [-1.7452, 4.5939, 2.2016], [-2.3794, 2.3118, 2.4623], [-3.1198, 3.8632, 0.1167], [-2.5773, 2.1222, 0.0194], [-1.5361, 3.4690, -0.5371], [-0.5692, 2.9364, 1.6009], [-1.3918, 4.5277, 3.2354], [-2.7306, 5.0623, 2.2504], [-1.0721, 5.3115, 1.7282], [-3.2602, 2.7114, 2.5144], [0.9714, -2.5909, 4.1177], [-0.4576, -2.3067, 4.5875], [-0.8465, -3.1798, 5.7700], [-0.5033, -0.9110, 5.0386], [1.6817, -2.4403, 4.9322], [1.2552, -2.0417, 3.2261], [1.0001, -3.6522, 3.8606], [-1.1719, -2.4704, 3.7838], [-0.3704, -2.8835, 6.7044], [-0.6824, -4.2362, 5.5672], [-1.9308, -3.0672, 5.8625], [0.0908, -0.8661, 5.8018], [5.0553, -1.0782, -0.4225], [6.2430, -0.4531, -1.1498], [5.8804, -0.1613, -2.5970], [6.6285, 0.7760, -0.5305], [5.2999, -1.6891, 0.4500], [4.5431, -1.7629, -1.0998], [4.3567, -0.3233, -0.0593], [7.0849, -1.1476, -1.0592], [5.0662, 0.5621, -2.6646], [5.5850, -1.0392, -3.1728], [6.7516, 0.3020, -3.0680], [7.4622, 1.0266, -0.9410], [-1.9361, -4.1707, -1.9824], [-0.8483, -3.9747, -3.0354], [-0.4793, -5.2857, -3.7317], [-1.4549, -3.1857, -4.0757], [-2.8133, -4.6014, -2.4692], [-2.1388, -3.2318, -1.4697], [-1.6838, -4.9592, -1.2624], [0.0256, -3.4567, -2.6351], [0.4545, -5.2413, -4.2905], [-1.2785, -5.5728, -4.4120], [-0.3533, -6.0758, -2.9864], [-1.8432, -2.3999, -3.6462], [3.6937, 4.4624, 3.2737], [3.3181, 3.5687, 2.1410], [4.2457, 2.3798, 1.8211], [1.9988, 3.0015, 2.3475], [4.6054, 5.0314, 3.1004], [3.8179, 3.8842, 4.1949], [2.9128, 5.1918, 3.4983], [3.1747, 4.1496, 1.2214], [4.4357, 1.7388, 2.6837], [5.2221, 2.6915, 1.4422], [3.8077, 1.7854, 1.0169], [1.8746, 2.3391, 1.6576], [-3.5489, -2.6211, 1.3735], [-3.6125, -1.1235, 1.6387], [-5.0067, -0.5021, 1.5212], [-3.1361, -0.9004, 2.9885], [-4.1606, -3.2061, 2.0634], [-2.5081, -2.9478, 1.3998], [-3.8942, -2.8635, 0.3673], [-2.9215, -0.5648, 1.0071], [-5.6790, -0.8863, 2.2918], [-5.4215, -0.7615, 0.5464], [-4.9715, 0.5850, 1.5896], [-3.7223, -1.3508, 3.6126]], "mulliken_charge": [1.472, 0.148, -0.115, -0.185, -0.126, -0.068, 0.056, -0.078, 0.050, -0.744, 1.487, -1.595, -0.646, 0.245, 0.473, -0.330, -0.474, 0.333, 0.382, 0.363, 0.221, -1.559, 0.567, -0.775, -0.092, 0.407, 0.291, 0.333, 0.348, -0.286, 0.300, 0.468, 0.256, -1.316, 1.411, -1.547, -0.370, 0.496, 0.180, 0.304, -0.474, 0.410, 0.464, 0.386, 0.170, -1.385, 1.017, -1.473, -0.458, 0.411, 0.236, 0.387, -0.023, 0.390, 0.387, 0.360, 0.299, -0.680, 0.472, -1.288, -0.494, 0.397, 0.341, -0.252, 0.202, 0.215, 0.369, 0.422, 0.317, -1.059, 1.111, -1.614, -0.652, 0.384, -0.078, 0.443, -0.087, 0.399, 0.356, 0.374, 0.238, -1.627, 0.798, -1.130, -0.533, 0.375, 0.345, 0.395, 0.202, 0.293, 0.425, 0.130, 0.042, -1.657, 2.049, -1.411, -0.425, 0.494, 0.389, 0.343, -1.101, 0.446, 0.378, 0.296, 0.260], "e_lumo_ev": -5.9545, "e_above_lowest_kj_mol": 0.0, "e_homo_ev": -11.11, "e_tot_ha": -2669.47805, "charge": 1}

What is the formula in the first record?
H24O12